{"formula": "C49H40N6O4SeSn", "method": "the ωB97M-V functional and the def2-TZVPD basis", "orbital_gap_ev": [6.08, 6.32], "homo_ev": [-7.64, -7.67], "e_lumo_ev": [-1.56, -1.36], "charge": 0, "elements": ["Sn", "Se", "O", "O", "O", "O", "N", "N", "N", "N", "N", "N", "C", "C", "C", "C", "C", "C", "C", "C", "C", "C", "C", "C", "C", "C", "C", "C", "C", "C", "C", "C", "C", "C", "C", "C", "C", "C", "C", "C", "C", "C", "C", "C", "C", "C", "C", "C", "C", "C", "C", "C", "C", "C", "C", "C", "C", "C", "C", "C", "C", "H", "H", "H", "H", "H", "H", "H", "H", "H", "H", "H", "H", "H", "H", "H", "H", "H", "H", "H", "H", "H", "H", "H", "H", "H", "H", "H", "H", "H", "H", "H", "H", "H", "H", "H", "H", "H", "H", "H", "H"], "xyz": [[1.39, -2.30, 0.79], [2.10, -4.52, 1.28], [-1.56, 0.22, -2.29], [1.39, -1.63, -1.18], [-0.66, -1.78, 0.90], [-1.69, 1.43, -0.40], [-2.14, -1.70, 3.79], [3.78, -1.65, -0.05], [0.71, -1.64, 3.14], [5.10, -0.61, -2.23], [2.16, -0.14, 1.44], [2.44, 6.83, 1.98], [0.31, -1.35, -2.00], [2.61, 4.84, 0.67], [-0.68, -2.49, -2.22], [4.47, 0.17, -1.38], [0.00, -2.67, 3.49], [-3.73, 0.00, 1.41], [-2.10, 1.40, -1.76], [-2.78, -0.81, 0.80], [-1.55, 2.64, -2.48], [-1.36, -4.78, -1.87], [2.32, 6.08, 3.06], [5.08, -1.91, -2.00], [4.40, -2.44, -0.90], [1.57, 1.86, 2.53], [2.34, 4.69, 3.04], [3.23, 1.87, 0.81], [1.10, -1.14, -3.31], [-2.00, -0.49, 3.48], [1.14, -2.12, -4.29], [-5.51, -1.31, 0.48], [2.58, 6.22, 0.81], [-0.50, -3.73, -1.62], [0.34, 0.13, 4.53], [-4.57, -2.11, -0.14], [3.06, 0.49, 0.70], [-1.27, -0.57, 0.99], [2.49, 4.04, 1.81], [-0.38, -0.03, -1.58], [-1.06, 0.10, 2.42], [1.99, -0.07, -3.43], [-1.32, 1.56, 2.38], [-1.44, 2.40, 3.45], [-3.21, -1.88, 0.03], [-0.35, 1.07, 5.25], [1.99, -2.02, -5.38], [-2.41, -4.62, -2.75], [-2.58, -3.40, -3.38], [0.33, -0.25, 3.07], [-5.08, -0.26, 1.27], [-1.38, -2.76, 3.65], [1.42, 0.49, 2.32], [-3.62, 1.37, -1.88], [2.45, 2.58, 1.72], [2.83, -0.93, -5.50], [-1.11, 2.15, 4.79], [-1.72, -2.35, -3.13], [-0.75, 0.41, -0.12], [2.83, 0.04, -4.52], [3.81, -0.34, -0.26], [0.35, -3.90, -0.97], [-0.47, 2.73, -2.35], [4.33, -3.49, -0.70], [2.65, 6.87, -0.05], [5.61, -2.54, -2.70], [-6.56, -1.50, 0.36], [0.58, -3.58, 3.59], [-4.02, 0.49, -1.37], [-3.38, -3.27, -4.10], [-1.77, 2.55, -3.54], [3.95, 2.39, 0.20], [-3.43, 0.87, 1.97], [-4.03, 2.26, -1.42], [-5.80, 0.37, 1.77], [2.20, 6.62, 3.99], [-2.02, 3.53, -2.07], [-1.39, 2.90, 5.52], [-0.18, 1.05, 6.32], [-3.08, -5.44, -2.96], [0.35, 0.76, -1.85], [2.05, 0.69, -2.66], [0.51, -2.99, -4.20], [3.50, -0.85, -6.35], [0.14, 0.89, 0.30], [-3.89, 1.34, -2.93], [2.69, 4.40, -0.31], [1.01, -0.50, 5.10], [-1.62, 1.98, 1.44], [-1.84, 3.39, 3.25], [4.48, 1.23, -1.61], [-2.49, -2.53, -0.43], [-2.61, 0.22, 4.03], [3.51, 0.88, -4.59], [-4.88, -2.94, -0.77], [2.25, 4.13, 3.95], [1.99, -2.80, -6.12], [-1.18, -5.73, -1.38], [0.97, 2.36, 3.27], [-1.85, -1.42, -3.65], [-1.86, -3.72, 3.77]]}

---

{"formula": "C15H37FN4O10PV", "method": "the ωB97M-V functional and the def2-TZVPD basis", "orbital_gap_ev": 9.16, "homo_ev": -8.63, "e_lumo_ev": 0.53, "charge": 0, "elements": ["V", "P", "F", "O", "O", "O", "O", "O", "O", "O", "O", "O", "O", "N", "N", "N", "N", "C", "C", "C", "C", "C", "C", "C", "C", "C", "C", "C", "C", "C", "C", "C", "H", "H", "H", "H", "H", "H", "H", "H", "H", "H", "H", "H", "H", "H", "H", "H", "H", "H", "H", "H", "H", "H", "H", "H", "H", "H", "H", "H", "H", "H", "H", "H", "H", "H", "H", "H", "H"], "xyz": [[0.74, 0.39, -1.31], [-3.88, -0.04, 1.61], [1.68, -1.15, -0.32], [-0.43, -1.23, -2.32], [-0.47, 0.51, -0.27], [-3.80, -0.98, 0.37], [0.38, 1.43, -2.47], [1.80, 2.01, -0.22], [-3.95, -1.01, 2.85], [-2.89, 1.02, 1.74], [-5.37, 0.43, 1.40], [2.69, 0.19, -2.49], [0.63, -1.23, 4.43], [0.70, 3.83, 0.51], [-1.90, -0.27, -3.74], [0.83, -1.96, 2.28], [4.12, -1.23, -1.45], [5.42, -1.79, -1.16], [1.78, 3.05, 0.42], [-2.93, -0.99, 3.88], [-0.59, 3.48, -0.11], [0.76, -0.99, 3.24], [2.97, 3.43, 1.22], [-0.70, -2.27, -4.44], [-0.99, -1.20, -3.42], [-5.79, 1.64, 2.04], [0.77, 0.40, 2.67], [-2.50, 0.64, -2.77], [4.94, 0.24, -3.24], [0.77, -3.35, 2.59], [-2.69, -1.91, 0.26], [3.84, -0.28, -2.35], [0.75, 4.63, 1.12], [1.75, -3.83, 2.63], [0.16, -3.87, 1.84], [5.65, -2.63, -1.82], [4.57, 0.29, -4.27], [3.29, -1.45, -0.86], [-6.60, 2.05, 1.44], [-1.25, 4.34, -0.04], [-3.55, 0.76, -2.99], [-0.86, -1.99, -5.47], [1.06, -1.69, 1.32], [1.44, 0.45, 1.81], [5.43, -2.16, -0.14], [0.30, -2.66, -4.27], [-1.39, -3.10, -4.23], [5.83, -0.38, -3.25], [1.01, 1.15, 3.42], [-2.46, -2.02, -0.79], [2.98, 4.48, 1.50], [-1.81, -1.62, 0.83], [5.20, 1.24, -2.91], [-0.43, 3.20, -1.14], [-3.36, -0.58, 4.79], [-2.64, -2.02, 4.09], [-6.12, 1.44, 3.05], [-1.06, 2.64, 0.41], [-4.98, 2.38, 2.07], [-2.42, -0.48, -4.58], [-3.03, -2.88, 0.63], [-0.23, 0.62, 2.27], [3.00, 2.80, 2.11], [-2.08, -0.41, 3.58], [-2.37, 0.25, -1.76], [0.26, -3.52, 3.54], [3.85, 3.19, 0.63], [6.20, -1.04, -1.23], [-2.00, 1.60, -2.78]]}

---

{"formula": "C4H37O16", "method": "the ωB97M-V functional and the def2-TZVPD basis", "orbital_gap_ev": 9.23, "homo_ev": -6.86, "e_lumo_ev": 2.37, "charge": -1, "de_lowest_ev": 2.3410, "elements": ["O", "O", "O", "O", "O", "O", "O", "O", "O", "O", "O", "O", "O", "O", "O", "O", "C", "C", "C", "C", "H", "H", "H", "H", "H", "H", "H", "H", "H", "H", "H", "H", "H", "H", "H", "H", "H", "H", "H", "H", "H", "H", "H", "H", "H", "H", "H", "H", "H", "H", "H", "H", "H", "H", "H", "H", "H"], "xyz": [[-5.35, 0.02, 0.86], [-2.13, 2.53, 0.74], [2.22, 1.83, -0.49], [3.15, -0.47, -1.00], [-4.33, -1.66, -0.90], [-1.93, -4.39, -0.05], [2.68, -2.71, 0.36], [-0.44, 1.45, 2.48], [-0.46, 1.59, -3.18], [-0.73, 4.56, 1.19], [-2.06, -0.84, -2.09], [0.35, -3.68, 1.27], [5.38, -1.18, 0.39], [-0.05, 2.84, 4.70], [2.66, -0.28, -3.85], [2.20, 2.19, -2.95], [-1.30, -0.62, 0.17], [-0.09, -0.74, 1.14], [-1.07, -1.25, -1.18], [-0.48, 0.00, 2.44], [-2.47, -3.65, -0.32], [-0.74, 3.24, 4.17], [0.41, 1.45, -2.74], [-2.02, 0.01, -2.51], [0.39, -4.24, 2.05], [0.34, 1.81, 1.99], [-5.00, -1.07, -1.25], [-4.58, -0.58, 0.54], [3.08, 1.94, -0.09], [-3.50, -1.22, -1.16], [-0.08, -1.01, -1.69], [0.85, -0.42, 0.64], [-2.20, -1.02, 0.64], [2.65, -1.90, -0.21], [5.07, -0.93, 1.26], [2.62, 0.38, -0.84], [-0.16, 4.10, 0.57], [-1.58, -0.18, 2.51], [4.71, -0.80, -0.22], [-1.05, 2.10, -2.62], [-2.05, 3.51, 0.75], [-1.93, 2.06, 1.57], [2.87, 2.71, -3.39], [-1.08, -3.99, 0.23], [-1.02, -2.34, -1.27], [1.21, -3.39, 0.87], [3.29, -0.57, -1.96], [3.63, -2.83, 0.46], [2.30, 0.59, -3.44], [1.79, -0.50, -4.21], [-1.28, 0.45, -0.11], [0.00, -1.86, 1.26], [-4.89, 0.86, 1.00], [-0.57, 4.00, 1.98], [0.37, 2.24, 4.10], [0.10, -0.40, 3.29], [2.28, 2.25, -1.90]]}